ORCA calculation (ωB97M-V/def2-TZVPD) on 3 unconnected molecules or ions with the total composition C7H20NO2.

The geometry in XYZ format:
```
30
Properties=species:S:1:pos:R:3:forces:R:3
C 0.9549 2.3659 -0.8108 -0.2 -1.1 -0.4
C 0.2295 1.3862 0.1135 0.9 0.8 0.0
C 1.2412 0.5615 0.9050 -1.0 -1.2 -0.4
C 0.6630 -0.7378 1.5627 1.4 1.3 0.8
C 0.4767 -1.9966 0.7133 0.3 0.4 -0.2
C 1.5003 -2.2080 -0.4079 -2.0 0.2 1.2
C 1.0842 -2.7808 -1.5276 1.7 0.3 -1.5
N -0.6206 0.4447 -0.6599 -0.1 -0.9 -2.1
H 1.5410 1.7835 -1.5278 0.4 0.0 0.2
H 1.6166 2.9363 -0.1689 0.1 0.4 -0.3
H 0.3011 2.9488 -1.4528 -0.1 0.4 0.5
H -0.4153 1.9477 0.7737 -0.4 -0.1 0.2
H 2.0109 0.1997 0.2223 0.2 0.4 -0.1
H 1.7191 1.1695 1.6679 -0.1 0.1 0.0
H 1.4502 -0.8605 2.3148 -0.2 -0.8 0.0
H -0.2192 -0.5160 2.1485 -0.2 0.0 -0.1
H 0.4709 -2.8373 1.4086 -0.1 -0.1 -0.2
H -0.4918 -1.9573 0.2106 -0.2 -0.4 0.3
H 2.4786 -1.7982 -0.1964 0.3 -0.5 -0.5
H 1.8081 -2.9090 -2.3312 0.1 -0.1 0.1
H 0.1145 -3.1253 -1.8611 -0.4 0.1 0.9
H -1.4142 0.0564 -0.1562 0.1 -0.1 0.5
H -0.0631 -0.3144 -1.0677 0.4 -0.5 0.9
H -0.9767 0.7717 -1.5642 -0.3 1.3 0.5
H -2.9447 -0.3770 2.5696 -0.1 0.0 0.1
H -2.8660 -1.4368 1.4579 -0.1 -0.1 0.3
O -2.3513 -0.7653 1.9203 -0.1 0.1 -0.6
H -2.2583 3.4392 -1.3649 0.2 0.1 -0.2
H -2.9265 2.0932 -1.2899 0.0 0.1 -0.2
O -2.1131 2.5161 -1.6015 -0.6 -0.1 0.3
```
Positions in Å, forces in eV/Å.

As for the spin multiplicity: 1. The frontier orbital gap is 10.096 eV. The calculation puts the LUMO energy at -3.09 eV. The charge is +1. The total energy is -13161.6451 eV. The calculation puts the HOMO energy at -13.19 eV.